Here is a 8-piece molecular cluster, C31H70ClN8O13PS3 overall in a non-equilibrium geometry from the OMol25 dataset. Energies are from ωB97M-V with the def2-TZVPD basis set.

Computed properties:
F_max = 7.607 eV Å⁻¹
Kohn-Sham gap = 0.2810 Ha
electronic energy = -4635.205196 Ha
molar mass = 925.57 g/mol

Element x y z (Å)
N1 -6.662 -3.123 5.712
C1 -5.902 -4.456 5.611
C2 -5.451 -4.607 4.018
C3 -4.278 -5.722 3.762
C4 -2.776 -5.122 3.521
C5 -2.644 -4.156 2.161
P1 -1.935 -2.546 2.999
S1 -3.117 -1.789 4.345
O1 -3.844 -4.010 1.301
S2 -4.092 -5.393 0.280
O2 -4.251 -4.877 -1.169
O3 -5.396 -6.219 0.472
O4 -2.585 -6.129 0.738
C6 -1.649 -5.066 1.238
C7 -1.019 -4.519 -0.160
C8 -0.673 -2.923 -0.229
C9 -1.940 -1.964 -0.702
C10 -2.458 -2.244 -2.232
S3 -4.197 -1.513 -2.531
O5 -4.074 -0.066 -3.145
O6 -5.038 -1.393 -1.238
Cl1 -5.337 -2.749 -3.837
H1 -6.924 -2.894 4.706
H2 -7.610 -3.302 6.161
H3 -6.736 -5.290 5.797
H4 -5.009 -4.541 6.362
H5 -6.426 -5.020 3.466
H6 -5.235 -3.562 3.501
H7 -4.519 -6.505 2.911
H8 -4.219 -6.369 4.764
H9 -2.373 -4.576 4.495
H10 -2.057 -6.066 3.387
H11 -0.617 -2.933 3.512
H12 -1.672 -1.490 2.033
H13 -0.704 -5.591 1.745
H14 -1.647 -4.778 -1.132
H15 0.018 -5.090 -0.312
H16 0.143 -2.796 -1.092
H17 -0.126 -2.511 0.750
H18 -2.836 -1.954 0.051
H19 -1.503 -0.854 -0.700
H20 -2.547 -3.372 -2.532
H21 -1.765 -1.714 -3.011
C11 2.081 0.058 -2.395
C12 2.175 -0.610 -1.053
O7 1.307 -1.377 -0.639
N2 3.270 -0.344 -0.282
C13 4.386 0.520 -0.590
H22 1.158 -0.249 -2.893
H23 2.062 1.144 -2.271
H24 2.927 -0.240 -3.021
H25 3.266 -0.829 0.608
H26 5.298 -0.082 -0.563
H27 4.440 1.292 0.181
H28 4.291 0.991 -1.569
C14 6.561 4.925 1.533
C15 6.162 3.493 1.324
O8 5.389 3.151 0.430
N3 6.687 2.554 2.165
C16 7.602 2.756 3.264
H29 6.066 5.556 0.791
H30 6.254 5.257 2.529
H31 7.643 5.033 1.413
H32 6.374 1.610 1.965
H33 8.502 2.168 3.068
H34 7.123 2.390 4.175
H35 7.874 3.804 3.392
C17 -5.391 2.689 2.815
C18 -4.836 1.727 1.804
O9 -3.644 1.423 1.773
N4 -5.699 1.183 0.898
C19 -7.120 1.412 0.774
H36 -4.587 3.039 3.468
H37 -5.826 3.555 2.307
H38 -6.145 2.190 3.431
H39 -5.255 0.543 0.248
H40 -7.630 0.453 0.888
H41 -7.313 1.807 -0.227
H42 -7.495 2.114 1.519
C20 9.857 7.577 -0.766
C21 9.951 6.910 0.576
O10 9.083 6.143 0.990
N5 11.046 7.176 1.347
C22 12.162 8.039 1.039
H43 8.934 7.270 -1.264
H44 9.838 8.664 -0.642
H45 10.703 7.279 -1.392
H46 11.042 6.691 2.238
H47 13.074 7.438 1.067
H48 12.216 8.811 1.810
H49 12.067 8.510 0.060
C23 -0.383 -10.377 -1.928
C24 -0.187 -9.414 -0.793
O11 0.929 -9.105 -0.379
N6 -1.300 -8.873 -0.214
C25 -2.683 -9.109 -0.555
H50 0.590 -10.723 -2.286
H51 -0.955 -11.245 -1.587
H52 -0.899 -9.881 -2.755
H53 -1.092 -8.233 0.544
H54 -3.133 -8.152 -0.829
H55 -3.188 -9.505 0.329
H56 -2.795 -9.812 -1.382
C26 -11.171 1.994 -2.801
C27 -9.887 1.849 -2.037
O12 -9.480 2.718 -1.267
N7 -9.161 0.707 -2.217
C28 -9.469 -0.418 -3.069
H57 -11.638 2.951 -2.556
H58 -10.972 1.971 -3.876
H59 -11.863 1.192 -2.525
H60 -8.307 0.679 -1.670
H61 -9.535 -1.310 -2.442
H62 -8.651 -0.537 -3.782
H63 -10.407 -0.285 -3.610
C29 9.584 8.325 -5.564
C30 9.233 8.773 -4.174
O13 9.956 8.537 -3.207
N8 8.068 9.462 -4.000
C31 7.095 9.832 -5.001
H64 10.537 7.790 -5.547
H65 8.814 7.648 -5.945
H66 9.687 9.194 -6.221
H67 7.896 9.731 -3.038
H68 7.002 10.921 -4.998
H69 6.137 9.388 -4.723
H70 7.376 9.495 -6.000